# 1
Here is C3H2O3 as an isolated structure in a non-equilibrium geometry from the OMol25 dataset. Energies are from ωB97M-V/def2-TZVPD.

XYZ file:
```
8
Properties=species:S:1:pos:R:3:forces:R:3
O -0.045050 0.603962 -1.271697 -0.57 -0.11 0.44
O 2.021015 -1.848828 0.156614 -0.87 1.58 -1.20
O -2.109013 0.043470 1.084729 0.22 0.14 -0.28
C -0.106354 0.255945 -0.101280 1.02 -0.57 -1.02
C -1.165926 0.737705 0.792996 -0.50 -0.06 0.93
C 1.428695 -1.040585 -0.436013 -0.75 -0.55 0.50
H 0.972203 -0.426776 -1.493323 1.38 -0.60 0.73
H -1.010182 1.720892 1.266926 0.06 0.17 -0.09
```
Forces are in eV/Å.

Its spin multiplicity is 1. As for the LUMO energy: -0.008 Eh. For the energy relative to the best compared isomer or geometry (same formula, charge and spin), the calculation gives 372.3 kJ/mol. The HOMO energy is -9.44 eV. The value obtained for the HOMO-LUMO gap is 0.3390 Ha.

***

# 2
Here is C6H9F5O7SV as an isolated structure in a non-equilibrium geometry from the OMol25 dataset. Energies are from ωB97M-V/def2-TZVPD.

XYZ file:
```
29
Properties=species:S:1:pos:R:3:forces:R:3
V -2.076183 0.455118 1.171984 -4.04 1.43 1.06
S 0.809300 0.050834 3.042502 -0.48 3.26 2.35
F 0.411904 -1.576509 5.230918 0.11 -0.07 -1.00
F -3.243936 -0.295297 2.874312 1.50 0.47 -2.42
F -0.461557 -2.365781 3.392585 -0.44 0.12 -0.01
F 1.606298 -2.330602 3.624618 4.58 -3.09 -0.58
F -3.578949 0.296147 -0.569812 1.90 -0.32 1.56
O -0.269604 1.505860 -0.328466 1.37 -1.10 -1.55
O -0.617606 1.871699 -2.445427 -0.59 0.39 -0.82
O -1.592243 -1.516681 0.189967 0.91 -1.34 0.20
O -0.543053 0.232148 2.470754 0.42 -0.59 -0.53
O 1.887651 0.030392 2.068021 -0.71 -1.08 0.45
O 1.012029 1.024594 4.156196 -0.14 -2.45 -1.94
O -2.513892 1.937875 1.335294 0.80 -1.00 -0.05
C 0.168416 1.391090 -1.477632 -3.68 1.51 3.20
C 0.580494 -1.693859 3.884303 -3.26 3.74 0.78
C -0.443997 -2.330233 0.044566 -0.79 0.92 -0.39
C 1.387208 1.359857 -3.410581 1.01 -1.03 -1.75
C 1.360716 0.794967 -2.019185 1.29 -0.25 -0.05
C -0.053471 1.757637 -3.768932 0.70 -0.18 1.37
H 1.723471 0.543141 -4.049339 0.12 0.27 -0.47
H -0.184329 2.712143 -4.278727 0.13 -0.11 0.07
H 0.396561 -1.688238 -0.218873 0.29 -0.24 0.17
H 2.279254 1.061555 -1.496383 -0.31 -0.25 0.40
H -0.591930 -3.164630 -0.641010 -0.31 0.23 -0.49
H -0.570692 0.965571 -4.310419 -0.08 0.06 0.04
H 1.205088 -0.283068 -1.977949 0.19 -0.10 -0.07
H 2.159487 2.127326 -3.462198 -0.44 0.34 -0.19
H -0.246432 -2.873056 0.968915 -0.07 0.47 0.65
```
Forces are in eV/Å.

Its spin multiplicity is 3. The expectation value of S² is 2.030. As for the LUMO energy (alpha / beta): 0.086 / -0.001 Eh. For the energy relative to the best compared isomer or geometry (same formula, charge and spin), the calculation gives 0.0 kJ/mol. The HOMO energy (alpha / beta) is -6.16 / -6.49 eV. The value obtained for the HOMO-LUMO gap (alpha / beta) is 0.3118 / 0.2379 Ha. Its total charge is -1.

***

# 3
Here is a 16-piece molecular cluster, C2H35O16 overall in a non-equilibrium geometry from the OMol25 dataset. Energies are from ωB97M-V/def2-TZVPD.

XYZ file:
```
53
Properties=species:S:1:pos:R:3:forces:R:3
O -22.401526 -13.026589 14.237590 -0.04 -0.02 0.36
O -25.539802 -12.042891 9.855025 0.07 0.01 0.26
O -21.871456 -8.770426 10.272207 -0.10 0.09 0.13
O -21.158853 -12.389072 11.509519 0.23 -0.11 0.05
O -25.007131 -7.318833 12.586039 -0.14 0.29 0.10
O -25.132678 -13.911867 7.820622 0.11 -0.15 0.00
O -27.940249 -13.598728 9.736868 -0.16 0.23 -0.13
O -26.066805 -10.912618 14.901752 -0.42 -0.41 0.42
O -24.593039 -8.675216 14.945581 -0.16 -0.24 0.60
O -29.218471 -12.815326 12.715963 -0.16 0.10 0.18
O -26.987174 -14.563750 12.120840 0.03 0.11 0.55
O -23.286676 -10.884446 8.721613 0.39 0.21 0.39
O -24.904610 -8.313971 8.461739 -0.13 0.22 0.00
O -23.929938 -14.154360 11.276947 0.03 -0.13 0.23
O -26.844598 -10.859539 7.517871 -0.02 0.17 -0.05
O -28.040090 -9.546706 13.268920 -0.12 -0.14 0.15
C -25.818875 -11.162891 10.917685 -0.30 0.00 -0.68
C -24.686773 -10.998911 11.902718 1.30 -0.91 0.97
H -27.203800 -14.096379 11.290872 -0.17 -0.23 -0.17
H -26.592402 -10.935219 15.711281 -0.08 -0.05 -0.06
H -28.039407 -8.617423 13.515792 0.07 0.05 -0.17
H -26.585958 -11.220700 8.384292 0.40 -0.30 0.25
H -23.743812 -8.894008 15.340534 0.06 0.05 -0.09
H -23.458816 -14.268136 10.447060 -0.11 0.07 -0.10
H -24.468262 -11.949046 12.407867 0.06 -0.38 -0.60
H -25.145503 -9.472562 15.083529 0.53 0.39 -0.35
H -27.252844 -9.913684 13.692587 0.03 0.06 -0.11
H -24.853451 -7.594929 13.505385 0.05 -0.13 -0.32
H -27.044348 -15.496049 11.899513 0.12 0.01 -0.10
H -23.759410 -10.704644 11.402805 -0.02 0.09 -0.03
H -23.506918 -11.212999 7.847650 -0.06 0.06 -0.02
H -23.290373 -12.911639 13.890779 0.04 -0.12 -0.20
H -25.306598 -13.326806 8.580835 0.10 0.11 0.07
H -25.422397 -9.099074 8.247131 -0.02 -0.02 -0.10
H -26.008365 -10.190046 10.445366 -0.53 0.30 0.55
H -24.751593 -10.399272 12.813363 -0.74 0.86 -0.55
H -24.709187 -13.622798 11.037258 0.13 0.02 -0.29
H -28.625211 -13.026496 10.103109 -0.04 -0.06 0.10
H -28.702149 -13.558831 13.053056 0.19 -0.06 -0.35
H -21.987776 -11.900832 11.553850 -0.05 -0.06 0.00
H -21.960425 -8.004905 9.697335 -0.02 -0.01 -0.03
H -24.443627 -8.542431 9.274180 0.06 -0.09 -0.04
H -21.179437 -12.819257 10.650224 -0.09 0.09 -0.06
H -28.633212 -12.054506 12.799489 -0.09 0.16 -0.02
H -24.663103 -8.043488 12.057493 0.05 -0.06 0.00
H -27.203740 -12.994209 9.511543 0.33 0.03 0.20
H -21.958956 -13.564981 13.571939 -0.03 0.19 -0.22
H -24.915049 -13.312482 7.102626 -0.11 0.06 0.00
H -27.679453 -11.289470 7.314172 0.00 0.01 -0.02
H -24.041468 -11.161696 9.287638 -0.32 -0.62 -0.29
H -26.694188 -11.525443 11.474616 -0.30 0.37 0.00
H -22.248123 -9.500831 9.761953 0.01 -0.16 -0.28
H -25.992485 -11.837189 14.634696 0.15 0.03 -0.18
```
Forces are in eV/Å.

Its spin multiplicity is 1. As for the LUMO energy: 0.072 Eh. For the energy relative to the best compared isomer or geometry (same formula, charge and spin), the calculation gives 66.2 kJ/mol. The HOMO energy is -6.09 eV. The value obtained for the HOMO-LUMO gap is 0.2961 Ha. Its total charge is -1.

***

# 4
Here is one molecule with the formula C5H11NO in a non-equilibrium geometry from the OMol25 dataset. Energies are from ωB97M-V/def2-TZVPD.

XYZ file:
```
18
Properties=species:S:1:pos:R:3:forces:R:3
O 0.125683 -1.053567 -1.655991 -0.13 -0.53 0.32
N -0.131156 -1.251446 0.603816 -0.09 -0.10 -0.12
C 1.417740 2.189713 0.230043 0.15 0.08 -0.04
C -0.588787 -1.284261 -0.688970 0.06 -0.31 -0.27
C 0.502124 0.987508 0.187529 0.21 -0.05 -0.13
C -2.048353 -1.562178 -0.912266 -0.11 -0.25 -0.03
C 0.921104 -0.277329 0.933486 0.13 -0.02 -0.09
H -2.535376 -0.639907 -1.259949 0.22 -0.21 0.14
H 1.639731 2.541793 1.243045 0.00 -0.08 -0.08
H 2.352878 1.946933 -0.278544 0.10 0.18 0.09
H -0.484393 1.269720 0.605486 0.20 -0.16 -0.61
H -2.083000 -2.283109 -1.728256 -0.31 -0.03 0.08
H 0.480191 0.573985 -0.864647 -0.42 1.47 1.22
H 0.986708 -0.205451 2.028118 -0.12 0.13 -0.30
H -2.571332 -1.931052 -0.028178 0.01 -0.05 -0.11
H 1.895282 -0.621422 0.572556 -0.12 -0.08 0.02
H -0.818407 -1.413925 1.324713 0.01 0.11 -0.17
H 0.939364 3.013997 -0.311990 0.21 -0.09 0.08
```
Forces are in eV/Å.

Its spin multiplicity is 1. As for the LUMO energy: 0.034 Eh. For the energy relative to the best compared isomer or geometry (same formula, charge and spin), the calculation gives 70.0 kJ/mol. The HOMO energy is -9.47 eV. The value obtained for the HOMO-LUMO gap is 0.3820 Ha.